No. 1
{"formula": "CH3ClOS2", "method": "ωB97M-V/def2-TZVPD", "elements": ["C", "O", "S", "S", "Cl", "H", "H", "H"], "positions_angstrom": [[0.0477, 0.1750, 0.0201], [4.3746, -1.7290, 0.3095], [1.5343, 1.1134, -0.3677], [4.4922, -0.5469, -0.5172], [5.6194, 0.8142, 0.5019], [-0.1338, -0.5449, -0.7732], [-0.7723, 0.8886, 0.0697], [0.1756, -0.3220, 0.9750]], "atomic_forces_ev_per_a": [[0.66, -0.10, -0.23], [-0.13, -0.71, 0.34], [0.04, 0.08, 0.01], [-0.07, 0.60, -0.30], [0.02, 0.15, -0.03], [-0.22, -0.02, 0.03], [-0.11, 0.03, 0.04], [-0.19, -0.03, 0.13]], "nbo_charge": [-0.79, -0.78, 0.07, 1.03, -0.22, 0.22, 0.25, 0.23], "lumo_energy_ev": [-1.446, -1.968], "e_tot_ha": -1371.62567, "max_force_ev_per_a": 0.79, "homo_energy_ha": [-0.3454, -0.3310], "relative_energy_kj_mol": 179.10}

No. 2
{"formula": "CH3ClOS2", "method": "ωB97M-V/def2-TZVPD", "elements": ["C", "O", "S", "S", "Cl", "H", "H", "H"], "positions_angstrom": [[-0.1927, 0.3137, -0.0167], [-2.8450, -1.4974, 0.5939], [-1.6986, 1.1218, 0.6265], [-3.3121, -0.1304, 0.7775], [-4.4421, 0.1934, -0.9799], [0.6136, 0.9174, 0.0932], [0.0914, -0.4113, 0.6252], [-0.3356, -0.0338, -1.1313]], "atomic_forces_ev_per_a": [[-3.69, -0.88, -3.93], [-0.04, 0.01, 0.43], [0.84, 1.39, 0.11], [0.17, -1.10, -0.56], [0.09, 0.27, 0.00], [1.97, 2.90, -0.17], [0.25, -3.19, 1.74], [0.41, 0.60, 2.39]], "nbo_charge": [-0.71, -0.90, 0.02, 1.17, -0.29, 0.24, 0.23, 0.24], "lumo_energy_ev": -0.235, "e_tot_ha": -1371.66180, "max_force_ev_per_a": 5.47, "homo_energy_ha": -0.3601, "relative_energy_kj_mol": 84.23}

No. 3
{"formula": "CH3ClOS2", "method": "ωB97M-V/def2-TZVPD", "elements": ["C", "O", "S", "S", "Cl", "H", "H", "H"], "positions_angstrom": [[-0.9321, 0.7540, -0.0735], [1.5174, 0.3392, 0.4565], [-0.9290, -1.0248, 0.1119], [1.1019, -1.1007, 0.7368], [2.0658, -2.2256, -0.8248], [-2.0465, 1.0576, -0.1952], [-0.4075, 0.8906, -0.9415], [-0.3699, 1.3097, 0.7297]], "atomic_forces_ev_per_a": [[-2.29, 0.77, 1.83], [-0.12, -3.25, 1.20], [0.21, -0.62, 0.75], [0.94, 3.13, -1.64], [-0.52, 0.19, 0.47], [1.96, -0.46, 0.31], [0.97, 0.95, -2.29], [-1.15, -0.71, -0.64]], "nbo_charge": [-0.75, -0.88, 0.07, 1.10, -0.27, 0.24, 0.23, 0.26], "lumo_energy_ev": -0.647, "e_tot_ha": -1371.66563, "max_force_ev_per_a": 3.66, "homo_energy_ha": -0.3590, "relative_energy_kj_mol": 74.18}

No. 4
{"formula": "CH3ClOSi", "method": "ωB97M-V/def2-TZVPD", "elements": ["Cl", "Si", "C", "O", "H", "H", "H"], "positions_angstrom": [[-2.7321, 0.4802, -0.1140], [-0.7882, -0.0245, -0.6113], [0.9219, 0.3268, 0.4594], [-0.0460, -0.8200, 0.6584], [-0.4305, -0.7038, -1.8472], [1.8048, -0.0273, -0.0418], [1.2700, 0.7688, 1.4964]], "atomic_forces_ev_per_a": [[0.91, -0.06, -0.63], [2.62, 0.43, 3.30], [-2.01, -0.23, 0.94], [0.23, 0.15, -0.42], [-0.64, 0.18, -0.51], [0.32, -0.14, -0.45], [-1.43, -0.33, -2.24]], "nbo_charge": [-0.34, 1.43, -0.40, -0.91, -0.16, 0.17, 0.22], "lumo_energy_ev": -0.091, "e_tot_ha": -864.80807, "max_force_ev_per_a": 4.23, "homo_energy_ha": -0.3386, "smiles": "Cl[Si@H]1CO1", "relative_energy_kj_mol": 75.89}

No. 5
{"formula": "CH3ClS", "method": "ωB97M-V/def2-TZVPD", "elements": ["C", "S", "H", "H", "Cl", "H"], "positions_angstrom": [[0.9066, 0.2782, -0.1085], [1.3479, -1.2637, -0.0480], [-0.1362, 0.5883, -0.0141], [1.6297, 1.0849, -0.2467], [-1.8193, -0.8979, -0.1083], [-1.9286, 0.2101, 0.5256]], "atomic_forces_ev_per_a": [[0.49, 0.05, 0.04], [0.24, 0.46, -0.03], [0.67, 0.03, -0.11], [-0.04, -0.17, 0.03], [-1.08, -0.20, 0.09], [-0.28, -0.18, -0.01]], "nbo_charge": [-0.47, 0.10, 0.17, 0.19, -0.24, 0.25], "lumo_energy_ev": -0.366, "e_tot_ha": -898.22320, "max_force_ev_per_a": 1.10, "homo_energy_ha": -0.3232, "smiles": "C=S.Cl", "relative_energy_kj_mol": 68.36}

No. 6
{"formula": "CH3ClS2", "method": "ωB97M-V/def2-TZVPD", "elements": ["C", "S", "H", "H", "S", "Cl", "H"], "positions_angstrom": [[-0.2458, 0.5715, -1.0220], [-1.5270, 0.5311, -2.0329], [-0.4216, 0.9258, -0.0411], [0.7662, 0.2409, -1.5300], [-0.2124, -0.8765, 1.9019], [1.5589, 0.1529, 2.0247], [0.0817, -1.5457, 0.6993]], "atomic_forces_ev_per_a": [[0.41, -0.81, -3.69], [0.70, -0.02, 0.68], [0.63, 0.23, 0.91], [-1.75, 0.79, 1.86], [0.64, -0.65, -0.97], [-0.35, -0.23, -0.06], [-0.27, 0.68, 1.27]], "nbo_charge": [-0.50, 0.06, 0.20, 0.22, 0.03, -0.16, 0.15], "lumo_energy_ev": -0.536, "e_tot_ha": -1296.39524, "max_force_ev_per_a": 3.80, "homo_energy_ha": -0.3268, "smiles": "C=S.SCl", "relative_energy_kj_mol": 193.56}

No. 7
{"formula": "CH3F2PS", "method": "ωB97M-V/def2-TZVPD", "elements": ["F", "C", "F", "P", "S", "H", "H", "H"], "positions_angstrom": [[1.4481, 0.4359, -0.5395], [0.1534, 0.4632, -0.0214], [0.0245, 1.7728, 0.3417], [-0.0758, -0.7653, 1.4613], [-1.2577, 0.1556, -1.1352], [-0.5813, -1.8399, 0.6933], [1.2630, -1.2577, 1.4344], [-0.9742, 1.0354, -2.2346]], "atomic_forces_ev_per_a": [[-1.33, -0.56, 0.01], [0.28, 0.33, -0.37], [0.18, -0.05, 0.73], [0.43, 0.53, -0.20], [0.75, 0.42, -1.72], [0.09, 0.14, -0.11], [-0.29, 0.17, -0.08], [-0.11, -0.98, 1.73]], "nbo_charge": [-0.35, 0.34, -0.36, 0.26, -0.06, 0.00, 0.01, 0.17], "lumo_energy_ev": 0.622, "e_tot_ha": -979.12781, "max_force_ev_per_a": 1.99, "homo_energy_ha": -0.3662, "smiles": "FC(F)(P)S", "relative_energy_kj_mol": 274.08}

No. 8
{"formula": "CH3F3NS", "method": "ωB97M-V/def2-TZVPD", "elements": ["C", "N", "F", "F", "F", "S", "H", "H", "H"], "positions_angstrom": [[-1.7420, 0.0387, 0.0241], [0.0227, 0.4640, 0.3742], [2.4145, 0.8043, 0.7498], [1.9149, -1.4431, 0.3123], [1.9033, 0.1425, -1.4504], [1.3330, -0.0169, 0.0074], [-1.8503, -0.9553, 0.4270], [-1.8048, 0.1373, -1.0477], [-2.1911, 0.8285, 0.6034]], "atomic_forces_ev_per_a": [[2.40, 0.64, 0.50], [-0.96, -1.78, -1.19], [-0.91, -1.06, -0.96], [-0.82, 1.76, -0.55], [-0.67, -0.44, 1.92], [0.72, 0.84, 0.27], [0.17, -0.12, 0.08], [0.10, 0.05, -0.11], [-0.03, 0.11, 0.05]], "nbo_charge": [-0.18, -0.83, -0.37, -0.38, -0.38, 2.42, 0.24, 0.24, 0.25], "lumo_energy_ev": -5.573, "e_tot_ha": -792.00615, "max_force_ev_per_a": 2.53, "homo_energy_ha": -0.6628, "relative_energy_kj_mol": 106.70, "total_charge": 1}

No. 9
{"formula": "CH3F3O3P2", "method": "ωB97M-V/def2-TZVPD", "elements": ["O", "P", "O", "O", "P", "C", "F", "F", "F", "H", "H", "H"], "positions_angstrom": [[-2.1998, -0.6702, -0.8089], [-0.7547, -0.5348, -0.9741], [-0.4002, -0.1920, -2.5072], [-0.0151, -1.9102, -0.6280], [-0.1539, 1.1466, 0.2617], [1.2822, 0.6748, 1.3624], [2.3400, 0.3360, 0.6647], [1.6099, 1.7670, 2.0642], [0.9889, -0.2547, 2.2624], [-0.7504, 0.7079, -2.6223], [-0.7181, -2.4475, -0.2242], [-1.2288, 1.3770, 1.1493]], "atomic_forces_ev_per_a": [[-0.79, 0.23, 0.38], [-1.02, -1.04, -0.10], [0.71, 0.19, 1.17], [0.23, 0.64, -0.36], [0.52, 1.33, -0.99], [-1.20, 0.67, 0.34], [0.64, -0.68, -0.56], [0.11, 0.59, 0.29], [0.16, -0.86, 0.25], [0.15, -0.14, -0.47], [0.23, -0.11, -0.05], [0.25, -0.81, 0.08]], "nbo_charge": [-1.11, 2.08, -0.95, -0.97, 0.03, 0.79, -0.31, -0.33, -0.32, 0.51, 0.53, 0.06], "lumo_energy_ev": 0.354, "e_tot_ha": -1248.00510, "max_force_ev_per_a": 1.73, "homo_energy_ha": -0.3688, "smiles": "O=P(O)(O)PC(F)(F)F"}

No. 10
{"formula": "CH3FIN", "method": "ωB97M-V/def2-TZVPD", "elements": ["C", "N", "F", "I", "H", "H", "H"], "positions_angstrom": [[-0.6385, -0.2426, 0.0264], [0.2075, 0.8726, 0.2930], [-0.0459, 1.9045, -0.5815], [3.0269, -0.8344, 0.3589], [-1.6198, -0.1435, 0.3729], [-0.7201, -0.4603, -1.1508], [-0.2101, -1.0963, 0.6810]], "atomic_forces_ev_per_a": [[1.60, -1.85, -2.05], [0.64, 0.24, 0.49], [-0.35, -0.63, -0.01], [-0.13, 0.14, -0.02], [-1.78, 0.74, 0.54], [0.44, 0.16, 2.59], [-0.42, 1.20, -1.54]], "nbo_charge": [-0.54, 0.11, -0.24, -0.02, 0.22, 0.23, 0.24], "lumo_energy_ev": [-0.760, -2.960], "e_tot_ha": -492.05806, "max_force_ev_per_a": 3.20, "homo_energy_ha": [-0.3735, -0.3607], "relative_energy_kj_mol": 367.83}